{
  "formula": "C23H22O4",
  "method": "ωB97M-V/def2-TZVPD",
  "species": ["C", "C", "O", "C", "C", "C", "C", "C", "O", "C", "C", "O", "C", "C", "C", "C", "C", "O", "C", "C", "C", "C", "C", "C", "C", "C", "C", "H", "H", "H", "H", "H", "H", "H", "H", "H", "H", "H", "H", "H", "H", "H", "H", "H", "H", "H", "H", "H", "H"],
  "xyz": [[5.351, 3.673, 0.147], [5.592, 2.837, -1.106], [4.774, 1.686, -1.160], [5.076, 0.601, -0.394], [6.203, 0.456, 0.404], [6.384, -0.722, 1.113], [5.466, -1.746, 1.045], [4.330, -1.605, 0.244], [3.489, -2.683, 0.231], [2.288, -2.622, -0.496], [1.211, -1.813, 0.238], [0.072, -1.790, -0.594], [-1.031, -1.116, -0.180], [-1.149, -0.441, 1.033], [-2.326, 0.214, 1.339], [-3.412, 0.196, 0.468], [-4.639, 0.933, 0.849], [-4.603, 1.888, 1.601], [-5.922, 0.454, 0.270], [-6.902, 1.390, -0.052], [-8.115, 0.981, -0.571], [-8.371, -0.370, -0.750], [-7.411, -1.308, -0.405], [-6.189, -0.902, 0.099], [-3.283, -0.472, -0.751], [-2.109, -1.114, -1.071], [4.141, -0.434, -0.468], [5.967, 4.568, 0.115], [5.595, 3.108, 1.044], [4.305, 3.965, 0.200], [6.651, 2.564, -1.197], [5.308, 3.410, -1.994], [6.945, 1.235, 0.482], [7.262, -0.834, 1.731], [5.601, -2.663, 1.593], [2.439, -2.209, -1.499], [1.954, -3.658, -0.595], [1.574, -0.794, 0.430], [0.987, -2.293, 1.199], [-0.333, -0.418, 1.738], [-2.424, 0.747, 2.273], [-6.689, 2.438, 0.104], [-8.866, 1.712, -0.830], [-9.321, -0.692, -1.150], [-7.617, -2.361, -0.529], [-5.449, -1.636, 0.384], [-4.098, -0.464, -1.460], [-1.992, -1.626, -2.013], [3.289, -0.271, -1.108]],
  "nbo_charge": [-0.64, -0.06, -0.50, 0.34, -0.35, -0.16, -0.32, 0.40, -0.51, -0.08, -0.09, -0.49, 0.33, -0.27, -0.13, -0.20, 0.55, -0.54, -0.18, -0.15, -0.22, -0.19, -0.24, -0.13, -0.15, -0.27, -0.38, 0.21, 0.21, 0.22, 0.17, 0.19, 0.22, 0.22, 0.22, 0.18, 0.20, 0.18, 0.18, 0.22, 0.23, 0.23, 0.22, 0.21, 0.21, 0.21, 0.23, 0.23, 0.23],
  "smiles": "CCOc1cccc(OCCOc2ccc(C(=O)c3ccccc3)cc2)c1"
}


{
  "formula": "C15H27N6O3",
  "method": "ωB97M-V/def2-TZVPD",
  "species": ["C", "N", "C", "O", "C", "C", "C", "C", "N", "C", "N", "N", "C", "O", "C", "C", "C", "C", "C", "N", "N", "C", "C", "O", "H", "H", "H", "H", "H", "H", "H", "H", "H", "H", "H", "H", "H", "H", "H", "H", "H", "H", "H", "H", "H", "H", "H", "H", "H", "H", "H"],
  "xyz": [[-0.512, 5.464, 1.611], [-1.416, 4.276, 1.426], [-1.318, 3.392, 0.441], [-0.604, 3.631, -0.460], [-2.227, 2.145, 0.555], [-3.529, 2.229, -0.485], [-4.627, 1.295, 0.007], [-5.800, 1.704, 0.532], [-6.598, 0.607, 0.642], [-5.852, -0.454, 0.398], [-4.704, -0.116, -0.160], [-1.281, 1.024, 0.143], [-0.126, 0.681, 0.782], [0.002, 1.079, 1.984], [0.865, -0.270, 0.076], [1.619, 0.497, -1.053], [2.550, -0.434, -2.021], [1.741, -1.340, -3.014], [2.581, -2.563, -3.461], [2.617, -3.548, -2.392], [1.860, -0.697, 1.093], [2.472, -1.834, 1.140], [2.781, -2.310, 2.439], [2.640, -2.527, 0.191], [0.478, 5.266, 0.985], [-0.311, 5.760, 2.679], [-1.087, 6.212, 1.140], [-2.183, 4.277, 2.083], [-2.403, 1.835, 1.436], [-4.024, 3.230, -0.552], [-3.190, 1.894, -1.447], [-6.121, 2.743, 0.664], [-7.558, 0.561, 0.966], [-6.075, -1.501, 0.334], [-1.468, 0.591, -0.710], [0.382, -1.200, -0.182], [0.800, 0.749, -1.705], [2.193, 1.432, -0.714], [3.253, 0.286, -2.518], [3.260, -1.001, -1.345], [0.799, -1.714, -2.610], [1.621, -0.986, -4.054], [3.558, -2.245, -3.628], [2.071, -3.024, -4.287], [1.733, -3.907, -2.151], [3.042, -3.111, -1.588], [3.192, -4.363, -2.675], [1.722, -0.218, 2.026], [2.585, -3.415, 2.384], [2.108, -1.756, 3.151], [3.862, -2.034, 2.565]],
  "nbo_charge": [-0.43, -0.61, 0.66, -0.62, -0.08, -0.41, 0.07, -0.11, -0.51, 0.16, -0.48, -0.58, 0.67, -0.65, -0.14, -0.38, -0.43, -0.42, -0.21, -0.66, -0.59, 0.68, -0.69, -0.75, 0.24, 0.22, 0.20, 0.39, 0.21, 0.24, 0.23, 0.22, 0.43, 0.21, 0.39, 0.22, 0.21, 0.25, 0.23, 0.22, 0.21, 0.24, 0.22, 0.22, 0.43, 0.48, 0.43, 0.44, 0.25, 0.23, 0.25],
  "charge": 1,
  "smiles": "CNC(=O)[C@@H](Cc1c[nH]cn1)NC(=O)[C@@H](CCCC[NH3+])NC(C)=O"
}


{
  "formula": "C20H16BBr2F3OS",
  "method": "ωB97M-V/def2-TZVPD",
  "species": ["Br", "C", "C", "C", "C", "C", "C", "C", "C", "C", "C", "C", "Br", "C", "C", "C", "C", "H", "H", "H", "H", "H", "H", "H", "H", "H", "H", "H", "C", "O", "C", "C", "B", "F", "F", "F", "S", "C", "C", "H", "H", "H", "H", "H"],
  "xyz": [[0.783, -6.593, -3.348], [0.837, -5.386, -1.893], [1.956, -5.320, -1.086], [1.975, -4.481, 0.006], [0.874, -3.659, 0.302], [0.936, -2.776, 1.422], [-0.014, -1.828, 1.731], [0.092, -0.992, 2.822], [-0.888, -0.034, 3.222], [-0.641, 0.791, 4.331], [-1.583, 1.699, 4.765], [-2.794, 1.816, 4.111], [-4.097, 3.034, 4.742], [-3.054, 1.032, 3.006], [-2.120, 0.121, 2.561], [-0.240, -3.724, -0.555], [-0.251, -4.577, -1.634], [2.816, -5.925, -1.322], [2.849, -4.428, 0.633], [1.789, -2.860, 2.076], [-0.863, -1.733, 1.082], [0.982, -1.071, 3.423], [0.301, 0.713, 4.844], [-1.393, 2.312, 5.631], [-4.004, 1.129, 2.506], [-2.350, -0.476, 1.698], [-1.094, -3.095, -0.384], [-1.096, -4.607, -2.300], [1.665, -3.952, 7.259], [2.210, -5.086, 6.643], [1.618, -5.431, 5.411], [2.075, -6.489, 4.696], [3.287, -7.433, 5.147], [4.429, -6.650, 5.272], [2.952, -8.032, 6.356], [3.466, -8.397, 4.162], [1.169, -6.674, 3.232], [0.161, -5.326, 3.594], [0.514, -4.767, 4.766], [2.209, -3.795, 8.192], [1.796, -3.085, 6.609], [0.610, -4.127, 7.477], [-0.633, -5.000, 2.946], [0.015, -3.904, 5.184]],
  "nbo_charge": [0.13, -0.02, -0.24, -0.11, -0.08, 0.08, -0.33, 0.05, -0.07, -0.13, -0.25, -0.01, 0.12, -0.25, -0.14, -0.14, -0.24, 0.25, 0.24, 0.24, 0.21, 0.22, 0.23, 0.24, 0.24, 0.22, 0.21, 0.24, -0.24, -0.48, 0.22, -0.46, 1.15, -0.55, -0.55, -0.56, 0.44, -0.48, -0.33, 0.20, 0.15, 0.16, 0.21, 0.20]
}


{
  "formula": "C6H12N2",
  "method": "ωB97M-V/def2-TZVPD",
  "species": ["C", "C", "C", "C", "C", "N", "C", "N", "H", "H", "H", "H", "H", "H", "H", "H", "H", "H", "H", "H"],
  "xyz": [[1.058, 0.069, -0.235], [1.267, -0.570, -1.581], [-1.340, -1.094, 0.348], [-0.077, -0.581, 1.022], [0.245, 1.238, -0.045], [-0.381, 1.865, -1.025], [-0.254, 1.179, 1.314], [0.567, -1.258, 1.951], [1.922, 0.039, 0.421], [-1.132, 2.509, -0.833], [-0.151, 1.685, -1.991], [0.015, -2.060, 2.244], [0.336, -0.629, -2.154], [2.017, -0.061, -2.197], [1.616, -1.594, -1.430], [-1.128, -2.055, -0.127], [-2.106, -1.253, 1.110], [-1.753, -0.422, -0.409], [0.484, 1.325, 2.094], [-1.206, 1.666, 1.522]],
  "nbo_charge": [-0.40, -0.64, -0.68, 0.38, 0.45, -0.72, -0.61, -0.97, 0.28, 0.41, 0.41, 0.34, 0.20, 0.21, 0.24, 0.22, 0.22, 0.19, 0.27, 0.21]
}


{
  "formula": "C4H10N2OS",
  "method": "ωB97M-V/def2-TZVPD",
  "species": ["N", "C", "C", "N", "C", "S", "C", "O", "H", "H", "H", "H", "H", "H", "H", "H", "H", "H"],
  "xyz": [[2.533, 1.035, -0.021], [1.198, 0.942, -0.637], [0.031, 0.604, 0.258], [0.296, -0.474, 1.218], [-1.275, 0.408, -0.495], [-1.518, -1.010, -1.537], [-2.027, -2.145, -0.238], [-2.103, -3.334, -0.306], [2.411, 1.670, 0.778], [2.793, 0.134, 0.365], [0.940, 1.928, -1.049], [1.239, 0.259, -1.501], [-0.212, 1.508, 0.811], [0.470, -1.371, 0.691], [1.106, -0.249, 1.804], [-2.066, 0.268, 0.280], [-1.445, 1.335, -1.064], [-2.369, -1.508, 0.645]],
  "nbo_charge": [-0.81, -0.24, -0.08, -0.85, -0.55, 0.20, 0.27, -0.51, 0.34, 0.35, 0.19, 0.19, 0.19, 0.36, 0.37, 0.23, 0.24, 0.12],
  "smiles": "NC[C@H](N)CSC=O"
}


{
  "formula": "C20H27N3O2S",
  "method": "ωB97M-V/def2-TZVPD",
  "species": ["C", "N", "C", "C", "C", "C", "C", "C", "C", "C", "C", "C", "C", "C", "N", "C", "C", "C", "C", "C", "C", "H", "H", "H", "H", "H", "H", "H", "H", "H", "H", "H", "H", "H", "H", "H", "H", "H", "H", "H", "H", "H", "H", "H", "C", "S", "N", "O", "O", "H", "H", "H", "H"],
  "xyz": [[6.658, -2.363, 4.600], [6.045, -1.883, 3.378], [6.662, -2.381, 2.165], [4.845, -1.165, 3.370], [4.853, 0.256, 3.382], [3.673, 0.964, 3.397], [2.408, 0.298, 3.403], [1.195, 1.027, 3.421], [-0.086, 0.422, 3.444], [-0.856, 0.202, 2.320], [-2.095, -0.524, 2.310], [-2.819, -0.679, 1.096], [-3.999, -1.389, 1.044], [-4.524, -1.991, 2.217], [-5.730, -2.699, 2.175], [-5.789, -4.138, 2.012], [-7.003, -2.079, 2.482], [-3.810, -1.852, 3.432], [-2.627, -1.136, 3.479], [2.416, -1.133, 3.366], [3.600, -1.841, 3.353], [6.094, -1.999, 5.466], [6.682, -3.464, 4.618], [7.696, -2.005, 4.669], [6.102, -2.027, 1.292], [7.700, -2.025, 2.096], [6.685, -3.481, 2.161], [5.819, 0.766, 3.381], [3.681, 2.056, 3.402], [1.264, 2.116, 3.452], [-0.482, 0.121, 4.419], [-0.475, 0.547, 1.354], [-2.415, -0.215, 0.195], [-4.554, -1.501, 0.111], [-4.781, -4.533, 1.844], [-6.222, -4.614, 2.905], [-6.426, -4.396, 1.154], [-6.859, -1.006, 2.652], [-7.706, -2.222, 1.648], [-7.451, -2.532, 3.380], [-4.217, -2.320, 4.330], [-2.093, -1.049, 4.424], [1.462, -1.663, 3.346], [3.598, -2.933, 3.334], [-2.335, 6.194, 0.397], [-2.608, 4.509, 0.918], [-1.081, 4.102, 1.026], [-3.322, 4.570, 2.193], [-3.334, 3.846, -0.164], [-3.304, 6.677, 0.260], [-1.761, 6.712, 1.169], [-1.778, 6.188, -0.542], [-0.993, 3.160, 1.431]],
  "nbo_charge": [-0.39, -0.53, -0.39, 0.33, -0.26, -0.05, -0.21, 0.26, -0.41, -0.06, -0.14, -0.14, -0.22, 0.21, -0.51, -0.39, -0.39, -0.24, -0.12, -0.09, -0.20, 0.21, 0.19, 0.20, 0.21, 0.20, 0.19, 0.25, 0.24, 0.24, 0.26, 0.23, 0.23, 0.23, 0.21, 0.18, 0.19, 0.22, 0.19, 0.17, 0.22, 0.19, 0.25, 0.23, -0.88, 2.27, -1.30, -1.03, -1.03, 0.22, 0.22, 0.23, 0.31]
}


Respective energy relative to the best compared isomer or geometry (same formula, charge and spin) values: 0.6 352.8 4.7 358.4 132.0 953.4 kJ/mol.
Respective F_max values: 0.61 8.44 1.84 0.93 1.57 2.94 eV/Å.
Respective lowest unoccupied orbital energy values: 0.28 -2.73 -3.89 0.42 0.73 -3.84 eV.